ORCA calculation (ωB97M-V/def2-TZVPD) on 2 unconnected molecules or ions with the total composition C5H11NO2.

For the gap between HOMO and LUMO, the calculation gives 0.376 Eh. The value obtained for the LUMO energy is 0.0306 Ha. For the total energy, the calculation gives -402.3118 Eh. Its energy relative to the best compared isomer or geometry (same formula, charge and spin) is 174.2 kJ/mol.

```
! wB97M-V def2-TZVPD RIJCOSX def2/J DEFGRID3
* xyz 0 1
C -1.40 0.74 0.40
C 0.78 1.64 1.05
N -0.02 0.47 0.76
C 0.33 -0.78 1.32
O -0.45 -1.71 1.38
H 1.23 -0.70 1.95
H -1.86 1.46 1.08
H -1.41 1.17 -0.60
H 0.90 2.24 0.15
H 1.77 1.35 1.39
H 0.28 2.27 1.80
H -1.96 -0.19 0.42
C -0.22 -1.51 -1.81
C 0.83 -0.57 -1.31
O 1.12 0.50 -1.78
H 1.48 -1.12 -0.47
H -0.99 -0.98 -2.36
H 0.24 -2.27 -2.43
H -0.67 -2.01 -0.95
*
```